[1]
Below is an isolated molecule of C16H23ClN4O4, with properties calculated with ωB97M-V/def2-TZVPD.

The max |F| comes out at 0.70 eV/Å. The HOMO energy is -7.9 eV. The SMILES is COc1cc(NC(=O)C(=O)NCCN2CCNCC2)c(OC)cc1Cl. The value obtained for the LUMO energy is 0.57 eV. The energy relative to the best compared isomer or geometry (same formula, charge and spin) is 0.0 kJ/mol. The total charge is 0. As for the gap between HOMO and LUMO: 8.431 eV.

The geometry in XYZ format:
```
48
C16H23ClN4O4 (ωB97M-V/def2-TZVPD)
C 3.01 3.58 -3.06
H 2.88 4.15 -2.14
O 4.01 2.59 -2.92
C 3.82 1.62 -1.99
C 2.71 1.52 -1.16
C 2.60 0.49 -0.24
C 3.62 -0.48 -0.12
C 4.72 -0.38 -0.95
C 4.82 0.65 -1.87
Cl 6.21 0.75 -2.88
H 5.53 -1.10 -0.90
O 3.42 -1.45 0.81
C 4.41 -2.43 0.98
H 4.55 -3.02 0.06
H 5.37 -1.99 1.28
H 4.05 -3.09 1.77
N 1.50 0.37 0.61
C 0.41 1.14 0.72
O 0.12 2.14 0.07
C -0.53 0.59 1.80
O -0.24 -0.41 2.44
N -1.61 1.35 1.96
H -1.73 2.10 1.29
C -2.75 0.96 2.75
H -3.06 1.79 3.40
C -3.92 0.54 1.85
N -3.46 -0.32 0.78
C -4.41 -0.40 -0.32
C -3.77 -1.15 -1.48
N -3.44 -2.49 -1.04
H -3.06 -3.04 -1.80
C -2.49 -2.43 0.06
C -3.12 -1.66 1.22
H -2.40 -1.61 2.03
H -4.02 -2.21 1.57
H -2.25 -3.45 0.38
H -1.56 -1.92 -0.23
H -4.47 -1.22 -2.31
H -2.88 -0.59 -1.82
H -4.66 0.62 -0.64
H -5.34 -0.92 -0.02
H -4.34 1.44 1.39
H -4.70 0.07 2.47
H -2.42 0.13 3.38
H 1.52 -0.42 1.25
H 1.91 2.23 -1.21
H 3.37 4.24 -3.85
H 2.06 3.14 -3.36
```


[2]
Below is a structure of composition C26H30AsAuIN5S, with properties calculated with ωB97M-V/def2-TZVPD.

The max |F| comes out at 2.83 eV/Å. The HOMO energy (spin up / spin down) is -13.2 / -13.2 eV. Its spin multiplicity is 3. The value obtained for the LUMO energy (spin up / spin down) is -5.37 / -8.62 eV. The energy relative to the best compared isomer or geometry (same formula, charge and spin) is 0.0 kJ/mol. The total charge is +2. As for the gap between HOMO and LUMO (spin up / spin down): 7.825 / 4.569 eV.

The geometry in XYZ format:
```
65
C26H30AsAuIN5S (ωB97M-V/def2-TZVPD)
Au -5.40 6.63 16.48
S -7.25 7.91 16.99
C -6.83 9.44 17.50
C -7.85 10.16 18.11
C -7.63 11.45 18.59
C -6.34 11.96 18.49
C -5.31 11.28 17.86
C -5.54 10.03 17.35
As -4.22 8.98 16.45
C -4.02 9.66 14.66
C -5.10 10.18 14.00
C -4.94 10.60 12.68
C -3.70 10.54 12.15
C -2.58 10.00 12.81
C -2.76 9.51 14.09
C -2.64 9.24 17.47
C -2.20 8.14 18.23
C -0.94 8.24 18.81
C -0.18 9.42 18.67
C -0.70 10.51 18.00
C -1.93 10.38 17.32
H -8.80 9.70 18.24
H -8.39 11.91 19.14
H -6.01 12.88 18.94
H -4.41 11.90 17.83
H -6.03 10.42 14.52
H -5.72 11.08 12.09
H -3.59 10.86 11.08
H -1.64 9.95 12.23
H -1.96 9.04 14.67
H -2.77 7.21 18.31
H -0.55 7.40 19.43
H 0.84 9.49 19.06
H -0.18 11.45 17.94
H -2.15 11.25 16.64
C -4.08 3.44 19.56
N -4.51 3.66 18.21
C -5.93 3.56 18.03
C -3.72 4.09 17.24
N -4.14 5.00 16.35
N -2.44 3.65 17.18
C -2.11 2.28 17.59
C -1.42 4.37 16.34
H -4.69 3.96 20.28
H -3.09 3.71 19.76
H -4.22 2.37 19.82
H -6.21 2.55 18.38
H -6.24 3.59 16.98
H -6.48 4.28 18.69
H -3.64 4.94 15.47
H -3.06 1.75 17.79
H -1.49 2.31 18.49
H -1.52 1.80 16.82
H -1.38 4.14 15.25
H -0.46 4.04 16.73
H -1.54 5.46 16.49
I -5.90 5.02 22.98
C -7.03 5.20 21.27
C -8.10 4.35 21.01
N -8.80 4.91 20.01
N -8.23 6.02 19.50
C -7.18 6.19 20.30
H -8.42 3.45 21.47
H -9.68 4.51 19.61
H -6.52 7.01 20.17
```


[3]
Below is a structure of composition C8H9N3O2S, with properties calculated with ωB97M-V/def2-TZVPD.

The max |F| comes out at 5.40 eV/Å. The HOMO energy (spin up / spin down) is -7.3 / -7.3 eV. The value obtained for the LUMO energy (spin up / spin down) is -0.14 / -0.14 eV. The energy relative to the best compared isomer or geometry (same formula, charge and spin) is 509.1 kJ/mol. The total charge is 0. As for the gap between HOMO and LUMO (spin up / spin down): 7.123 / 7.122 eV.

The geometry in XYZ format:
```
23
C8H9N3O2S (ωB97M-V/def2-TZVPD)
C -3.58 -1.41 0.02
C -2.29 -0.72 -0.09
C -1.24 -1.73 -0.08
C 0.01 -1.34 -0.24
C -1.94 0.58 0.09
C 0.33 0.14 -0.46
C 1.25 -2.11 -0.10
C -0.23 2.39 0.39
N -3.54 -2.65 0.27
N -0.68 1.07 0.05
N -3.40 1.88 -0.01
O -4.29 1.41 -0.67
O -3.07 2.95 0.43
S -1.98 -3.30 0.23
H -4.57 -1.10 -0.20
H 1.27 0.32 0.25
H 0.71 0.32 -1.43
H 1.68 -2.02 -1.02
H 1.02 -3.20 0.10
H 1.86 -1.48 0.69
H -0.93 3.25 0.00
H -0.23 2.45 1.51
H 0.69 2.58 -0.10
```


[4]
Below is a cluster of 2 separate species, C4H12O3 in total, with properties calculated with ωB97M-V/def2-TZVPD.

The max |F| comes out at 4.96 eV/Å. The HOMO energy is -9.9 eV. The SMILES is C[C@H](O)CCO.O. The value obtained for the LUMO energy is 0.78 eV. The energy relative to the best compared isomer or geometry (same formula, charge and spin) is 149.8 kJ/mol. The total charge is 0. As for the gap between HOMO and LUMO: 10.672 eV.

The geometry in XYZ format:
```
19
C4H12O3 (ωB97M-V/def2-TZVPD)
C -1.73 -0.92 0.10
O -1.27 -1.78 -0.95
C -1.15 0.49 -0.05
C 0.43 0.55 0.15
C 0.79 2.05 0.16
O 1.06 -0.06 -0.91
H -1.32 -1.40 1.12
H -2.85 -1.01 0.16
H -0.28 -2.04 -0.80
H -1.73 1.20 0.47
H -1.40 0.88 -1.04
H 0.70 0.13 1.07
H 1.18 2.26 1.07
H -0.15 2.68 -0.02
H 1.37 2.16 -0.75
H 0.51 0.04 -1.78
H 1.83 -1.48 -0.06
H 2.25 -1.65 1.37
O 1.76 -2.09 0.69
```


[5]
Below is a cluster of 2 separate species, C18H21ClN2O5 in total, with properties calculated with ωB97M-V/def2-TZVPD.

The max |F| comes out at 1.85 eV/Å. The HOMO energy is -8.3 eV. The SMILES is CNC(=O)[C@H](Cc1ccc(O)cc1)NC(C)=O.Oc1ccc(Cl)cc1O. The value obtained for the LUMO energy is 0.35 eV. The energy relative to the best compared isomer or geometry (same formula, charge and spin) is 0.0 kJ/mol. The total charge is 0. As for the gap between HOMO and LUMO: 8.687 eV.

The geometry in XYZ format:
```
47
C18H21ClN2O5 (ωB97M-V/def2-TZVPD)
O 0.31 0.07 -4.72
O -2.87 1.74 -1.34
Cl 1.97 3.09 6.21
O -0.93 -3.86 2.55
O 3.04 -0.20 1.39
O 4.96 1.53 2.34
C -0.20 1.15 -4.43
C -2.60 0.59 -1.67
C 1.33 1.23 4.32
C -1.21 -1.57 1.87
C -0.03 -3.17 0.44
C 1.59 0.44 3.19
C 3.52 2.22 4.13
C -0.98 -0.56 0.91
C 0.18 -2.15 -0.51
C 2.30 2.12 4.79
C -0.73 -2.88 1.63
C 2.80 0.56 2.52
C 3.77 1.44 3.00
C -0.29 -0.85 -0.28
N -3.47 -0.39 -1.42
N -0.95 1.33 -3.34
C 0.00 2.35 -5.32
C -3.35 -1.81 -1.75
C -0.11 0.22 -1.33
C -1.25 0.29 -2.36
H -1.40 -3.55 3.33
H 2.26 -0.73 1.17
H 4.90 0.91 1.59
H 0.38 1.14 4.84
H -1.75 -1.34 2.77
H 0.32 -4.17 0.27
H 0.84 -0.26 2.84
H 4.28 2.90 4.49
H -1.36 0.44 1.09
H 0.71 -2.38 -1.43
H -4.32 -0.09 -0.95
H -1.34 2.25 -3.17
H 0.66 2.08 -6.14
H 0.44 3.16 -4.75
H -0.97 2.67 -5.72
H -3.22 -1.94 -2.82
H -2.49 -2.24 -1.23
H -4.25 -2.34 -1.44
H 0.83 0.03 -1.86
H -0.01 1.19 -0.84
H -1.31 -0.67 -2.87
```


[6]
Below is a structure of composition C47H107N3O13, with properties calculated with ωB97M-V/def2-TZVPD.

The max |F| comes out at 14.76 eV/Å. The HOMO energy is -6.9 eV. The value obtained for the LUMO energy is 0.41 eV. The energy relative to the best compared isomer or geometry (same formula, charge and spin) is 3218.9 kJ/mol. The total charge is 0. As for the gap between HOMO and LUMO: 7.293 eV.

The geometry in XYZ format:
```
170
C47H107N3O13 (ωB97M-V/def2-TZVPD)
C 2.31 -14.31 27.38
O 1.91 -15.48 28.18
C 1.00 -15.25 29.25
C 0.63 -16.52 30.04
O 1.76 -17.17 30.56
C 2.04 -18.42 29.84
H 2.83 -13.59 28.01
H 1.43 -13.90 26.89
H 3.01 -14.70 26.64
H 0.05 -14.83 28.93
H 1.51 -14.53 29.89
H -0.10 -17.20 29.60
H 0.16 -16.05 30.90
H 2.38 -18.29 28.81
H 1.25 -19.15 30.01
H 2.81 -18.89 30.44
C 1.20 -13.06 19.27
O 0.86 -14.04 20.38
C 1.53 -15.32 20.29
C 0.69 -16.42 21.04
O 1.47 -17.56 21.36
C 2.28 -17.44 22.60
H 2.28 -12.92 19.32
H 0.86 -12.04 19.47
H 0.87 -13.52 18.34
H 2.49 -15.28 20.81
H 1.66 -15.63 19.26
H -0.13 -16.65 20.35
H 0.11 -15.96 21.84
H 1.66 -16.96 23.36
H 3.14 -16.79 22.45
H 2.57 -18.41 23.01
C 1.22 -21.14 24.61
O 2.21 -20.13 24.90
C 1.72 -18.81 25.09
C 2.98 -17.93 25.56
O 3.20 -18.05 26.94
C 4.34 -17.39 27.26
H 0.67 -20.95 23.69
H 0.44 -21.35 25.34
H 1.62 -22.14 24.44
H 0.97 -18.72 25.88
H 1.37 -18.41 24.14
H 2.96 -16.87 25.28
H 3.80 -18.40 25.00
H 4.51 -16.54 26.60
H 5.17 -18.11 27.27
H 4.23 -17.03 28.29
C -1.75 -10.25 22.28
O -2.40 -11.40 22.79
C -2.18 -11.76 24.19
C -3.21 -12.88 24.60
O -4.63 -12.54 24.60
C -4.97 -11.43 25.37
H -2.14 -10.01 21.29
H -0.68 -10.45 22.24
H -1.88 -9.30 22.80
H -2.28 -10.91 24.85
H -1.12 -12.01 24.33
H -2.93 -13.05 25.64
H -3.01 -13.79 24.03
H -5.91 -11.66 25.88
H -5.20 -10.52 24.82
H -4.16 -11.17 26.05
C 4.57 -13.87 20.39
O 5.41 -13.55 21.57
C 6.77 -13.93 21.47
C 7.34 -14.13 22.90
O 8.75 -14.27 22.85
C 9.31 -14.62 24.05
H 4.94 -13.39 19.48
H 3.52 -13.65 20.55
H 4.69 -14.95 20.34
H 7.27 -13.12 20.93
H 6.81 -14.84 20.87
H 6.82 -15.03 23.24
H 7.10 -13.24 23.49
H 9.04 -15.58 24.48
H 9.19 -13.87 24.84
H 10.38 -14.57 23.85
C -1.14 -13.06 21.66
C -2.27 -13.83 21.02
C -3.55 -13.30 21.62
C -4.14 -12.02 20.95
C -3.96 -12.02 19.44
C -2.58 -12.44 18.82
N -2.23 -13.68 19.56
O -1.16 -14.23 19.02
C -2.90 -12.69 17.37
C -1.55 -11.25 18.97
C -2.09 -15.29 21.63
H -1.24 -12.11 21.13
H -0.09 -13.24 21.44
H -1.13 -12.96 22.74
H -4.39 -13.97 21.47
H -3.30 -13.20 22.68
H -3.58 -11.18 21.38
H -5.13 -11.73 21.30
H -4.23 -10.98 19.24
H -4.68 -12.76 19.11
H -3.15 -13.72 17.12
H -3.66 -12.04 16.94
H -2.10 -12.47 16.66
H -1.52 -10.60 18.09
H -1.92 -10.55 19.72
H -0.49 -11.38 19.16
H -1.26 -15.83 21.18
H -3.01 -15.80 21.36
H -1.92 -15.34 22.70
H -0.46 -13.70 19.40
C 3.53 -7.24 20.51
C 3.04 -8.71 20.35
C 1.52 -8.54 20.63
C 0.75 -9.73 19.90
C 1.23 -9.91 18.47
C 2.68 -10.17 18.28
N 3.38 -9.07 18.95
O 4.73 -8.93 18.73
C 3.01 -11.60 18.72
C 3.06 -10.01 16.78
C 3.76 -9.57 21.41
H 2.88 -6.58 19.93
H 4.59 -6.98 20.44
H 3.22 -6.95 21.52
H 1.22 -8.73 21.66
H 1.08 -7.66 20.17
H -0.33 -9.59 19.88
H 0.84 -10.60 20.54
H 0.84 -9.04 17.94
H 0.77 -10.72 17.90
H 2.73 -12.29 17.93
H 4.08 -11.78 18.88
H 2.36 -11.91 19.53
H 2.35 -10.48 16.09
H 3.23 -9.04 16.32
H 3.98 -10.54 16.54
H 4.07 -10.53 20.99
H 3.12 -9.86 22.24
H 4.56 -8.97 21.84
H 4.79 -8.05 18.35
C 2.11 -12.47 21.48
C 2.87 -12.39 22.79
C 2.26 -11.22 23.63
C 0.91 -11.54 24.15
C 1.04 -12.72 25.07
C 1.65 -13.92 24.35
N 2.85 -13.61 23.56
O 3.32 -14.72 22.83
C 2.11 -14.79 25.53
C 0.53 -14.50 23.43
C 4.34 -11.88 22.49
H 2.28 -11.52 20.97
H 1.04 -12.71 21.49
H 2.63 -13.17 20.83
H 2.95 -10.97 24.43
H 2.19 -10.20 23.24
H 0.20 -11.71 23.33
H 0.67 -10.72 24.83
H 0.08 -13.00 25.50
H 1.65 -12.36 25.90
H 2.77 -15.58 25.19
H 2.71 -14.23 26.24
H 1.28 -15.33 25.99
H -0.01 -13.82 22.77
H 1.02 -15.17 22.73
H -0.19 -15.00 24.09
H 4.92 -12.18 21.61
H 5.03 -12.01 23.32
H 4.36 -10.81 22.28
H 4.06 -14.33 22.37
```


[7]
Below is a structure of composition H2NO2S, with properties calculated with ωB97M-V/def2-TZVPD.

The max |F| comes out at 3.53 eV/Å. The HOMO energy is -2.9 eV. The value obtained for the LUMO energy is 4.26 eV. The energy relative to the best compared isomer or geometry (same formula, charge and spin) is 338.0 kJ/mol. The total charge is -1. As for the gap between HOMO and LUMO: 7.148 eV.

The geometry in XYZ format:
```
6
H2NO2S (ωB97M-V/def2-TZVPD)
N 0.78 0.63 -0.14
O 0.90 -0.70 0.35
O -0.52 1.01 0.42
S -1.60 -0.32 0.09
H 0.48 0.45 -1.04
H -0.05 -1.07 0.32
```


[8]
Below is a cluster of 2 separate species, C6H20N5 in total, with properties calculated with ωB97M-V/def2-TZVPD.

The max |F| comes out at 5.27 eV/Å. The HOMO energy is -12.1 eV. The value obtained for the LUMO energy is -2.40 eV. The energy relative to the best compared isomer or geometry (same formula, charge and spin) is 145.4 kJ/mol. The total charge is +1. As for the gap between HOMO and LUMO: 9.662 eV.

The geometry in XYZ format:
```
31
C6H20N5 (ωB97M-V/def2-TZVPD)
C 0.89 1.91 -1.71
C -2.34 0.83 2.57
C 1.83 -1.80 -1.27
C 2.52 -0.58 0.75
C -0.57 1.60 -1.34
C -1.79 0.15 0.25
N -1.79 -0.74 -0.66
N -2.52 0.05 1.37
N -0.86 1.22 0.08
N 0.31 -1.53 0.67
N 1.41 -1.00 -0.15
H 1.29 0.99 -2.14
H 0.87 2.63 -2.40
H 1.53 2.08 -0.88
H -2.86 0.37 3.27
H -1.26 0.83 2.89
H -2.72 1.95 2.50
H 2.15 -2.74 -1.09
H 1.06 -1.94 -2.05
H 2.61 -1.39 -1.77
H 2.32 0.39 1.13
H 2.59 -1.42 1.47
H 3.49 -0.72 0.06
H -1.25 2.41 -1.61
H -1.07 0.84 -2.06
H -0.45 -1.54 0.04
H -2.53 -1.54 -0.42
H -3.31 -0.70 1.26
H -1.08 2.02 0.75
H 0.52 -2.53 0.90
H 1.03 -0.11 -0.40
```


Question: Look up the total charge of the third one.
Answer: 0


Question: Among the records above, which one has the lowest total charge?
Answer: H2NO2S


Question: Number 4 is which compound?
Answer: C4H12O3


Please write out number 7 again, unchanged.
Below is a structure of composition H2NO2S, with properties calculated with ωB97M-V/def2-TZVPD.

The max |F| comes out at 3.53 eV/Å. The HOMO energy is -2.9 eV. The value obtained for the LUMO energy is 4.26 eV. The energy relative to the best compared isomer or geometry (same formula, charge and spin) is 338.0 kJ/mol. The total charge is -1. As for the gap between HOMO and LUMO: 7.148 eV.

The geometry in XYZ format:
```
6
H2NO2S (ωB97M-V/def2-TZVPD)
N 0.78 0.63 -0.14
O 0.90 -0.70 0.35
O -0.52 1.01 0.42
S -1.60 -0.32 0.09
H 0.48 0.45 -1.04
H -0.05 -1.07 0.32
```